Record 1
Entry from the OMol25 dataset: a molecular structure, C10H12BrNO2S (wB97M-V/def2-TZVPD).

Structure (XYZ):
```
27
Properties=species:S:1:pos:R:3:forces:R:3
C -0.436550 3.113880 0.200177 -1.570 -0.534 -0.860
C -0.064161 2.097806 0.987809 -1.407 0.745 -1.275
C -2.119720 1.843637 -1.296406 -0.628 3.953 -1.696
C -1.920545 0.732140 -0.744307 2.126 -1.378 2.363
C -2.049097 -0.638553 -0.625530 -2.973 -1.964 -0.932
C 1.132467 -0.830970 0.233651 -0.766 -0.063 2.408
C -1.721601 3.143827 -0.621290 -1.011 2.042 1.679
C -0.848319 0.898480 1.237737 -0.219 0.037 -2.274
C 2.505364 -2.312600 -1.036215 0.773 0.928 -1.175
C 1.829155 -2.964312 1.224636 -4.196 -2.734 2.468
N 1.816822 -1.974327 0.268993 2.253 0.904 -3.004
O -1.165099 -1.473041 -0.595043 -0.440 -0.263 -0.392
O 1.240773 0.050238 -0.533215 0.410 1.799 -2.130
S -0.064643 -0.605589 1.632244 0.054 -0.288 1.001
Br -2.434977 1.154763 2.237675 -0.350 -0.005 0.696
H 0.310103 3.858395 0.009298 0.067 0.490 -0.032
H 0.921106 2.223138 1.284650 1.756 -0.645 1.061
H -2.593444 2.262558 -2.232892 0.246 -1.976 0.571
H -3.209783 -0.946937 -0.558870 2.060 0.181 0.262
H -2.659119 3.378224 0.100552 2.044 -0.312 -1.490
H -1.737305 3.963227 -1.423904 0.312 -1.002 1.409
H 3.597636 -2.742964 -0.989346 -2.447 0.019 0.702
H 1.725985 -2.949372 -1.619473 1.843 0.973 0.660
H 2.802549 -1.329815 -1.597366 -1.390 -1.705 0.981
H 1.184856 -2.716026 2.179398 1.935 -0.010 -1.563
H 1.173068 -3.826678 0.867658 0.816 0.532 0.110
H 2.784477 -3.409130 1.409378 0.701 0.279 0.452
```
Forces are in eV/Å.

Its HOMO-LUMO gap is 0.2902 Eh. For the LUMO energy, the calculation gives -0.31 eV. The total energy comes out at -3565.4789 a.u. The value obtained for the energy above the lowest of the compared OMol25 structures with the same formula, charge and spin is 640.4 kJ/mol. For the HOMO energy, the calculation gives -8.21 eV.

***

Record 2
Entry from the OMol25 dataset: a molecular structure, C42H32Br5N4O4SSiTi (wB97M-V/def2-TZVPD).

Structure (XYZ):
```
90
Properties=species:S:1:pos:R:3:forces:R:3
Ti 6.240046 -22.013697 -1.994070 0.012 -0.234 0.999
C 6.169224 -23.651256 0.824862 0.457 0.901 1.021
O 7.119598 -23.053650 -0.098754 0.109 -0.785 0.448
C 8.474336 -23.303231 0.016691 -0.834 0.879 0.090
C 9.093526 -23.711068 1.172760 0.013 -0.239 1.541
C 10.479390 -23.821214 1.194158 1.250 -0.044 -1.010
Br 11.430243 -24.655144 2.681313 -0.717 0.651 -0.544
C 11.262539 -23.441109 0.099742 -0.528 0.378 1.001
C 10.591699 -22.997451 -1.080972 1.732 -0.562 0.271
C 9.232209 -22.918217 -1.110925 -0.673 -0.595 0.889
O 8.515724 -22.519630 -2.174485 -0.542 0.160 -0.352
C 11.369490 -22.708817 -2.298470 2.405 1.018 -0.186
N 12.607188 -22.174061 -2.283965 -1.928 -0.448 1.168
C 12.968463 -22.053303 -3.587415 0.959 0.123 -0.794
C 14.150247 -21.540772 -4.169849 0.434 1.283 1.268
C 14.310970 -21.534998 -5.535570 -0.219 -0.782 0.308
C 13.333469 -22.114379 -6.336968 -1.437 0.042 -0.419
C 12.117910 -22.542155 -5.799168 1.331 -0.003 -0.314
C 11.971934 -22.545581 -4.414393 -0.162 -0.184 -1.240
N 10.952303 -22.946420 -3.593396 -0.930 -0.547 0.981
H 6.618221 -24.346368 1.517740 0.511 -0.708 -0.396
H 5.382801 -24.114316 0.250367 -0.195 0.037 -0.166
H 5.799634 -22.899950 1.549761 -0.130 0.187 -0.932
H 8.606046 -23.818985 2.163676 -0.105 -0.161 -1.110
H 12.341133 -23.339066 0.313891 -0.622 -0.352 -0.999
H 8.912615 -21.849814 -2.748776 0.195 0.043 0.091
H 14.866197 -20.979558 -3.521396 -0.526 -0.839 -0.523
H 15.192525 -21.169468 -6.011067 0.540 0.379 0.001
H 13.406928 -22.148389 -7.432565 0.233 0.094 0.561
H 11.414958 -22.880736 -6.515620 -0.967 -0.425 -0.132
H 10.194358 -23.604080 -3.794297 0.355 0.597 -0.197
Br 6.604142 -21.552185 -8.971982 -0.181 0.295 0.210
C 6.385315 -22.211790 -7.205280 0.053 0.191 0.041
C 6.277398 -23.563847 -7.036356 0.356 -2.198 0.645
Br 6.120986 -24.802926 -8.525484 0.031 0.681 0.354
C 6.401748 -24.201663 -5.743741 -0.509 0.951 -0.551
Br 6.032645 -26.088038 -5.451496 0.293 0.984 -0.017
C 6.534345 -23.381851 -4.612104 0.178 -0.640 0.760
O 6.516977 -23.768438 -3.367989 -0.527 -0.169 -0.536
C 6.646628 -21.955300 -4.794693 -0.720 1.197 -1.003
O 6.698729 -21.210549 -3.718017 0.233 0.598 -0.716
C 6.490756 -21.375293 -6.057091 0.528 -0.439 -0.348
Br 6.543680 -19.455157 -6.251531 -0.065 -0.894 0.253
C 10.514700 -17.991671 0.702286 0.250 0.422 0.312
C 9.379110 -17.340510 1.182555 0.108 0.332 0.177
C 8.107576 -17.803461 0.808734 -0.612 2.016 1.148
C 7.919576 -18.864575 -0.058156 -0.543 -0.287 0.456
C 9.081965 -19.444742 -0.519790 0.500 -1.351 -0.359
C 10.378044 -19.057061 -0.140551 -0.702 -0.959 -1.307
Si 6.165145 -19.664487 -0.416571 0.184 -0.686 0.463
C 5.320359 -18.183115 -1.226523 0.738 -0.858 0.118
C 5.637564 -18.131758 -2.567391 0.049 0.396 -0.985
C 5.462846 -16.995759 -3.338558 0.138 0.406 0.048
C 4.898989 -15.862183 -2.745220 -0.358 -0.524 0.130
C 4.472656 -15.932630 -1.418369 0.657 0.114 0.442
C 4.775281 -17.066785 -0.666264 -1.126 0.857 0.598
C 5.383390 -19.880351 1.386535 0.703 -0.160 -1.391
C 4.041492 -20.195603 1.576116 -1.194 0.007 1.478
C 3.527697 -20.573942 2.849238 2.355 -0.122 -1.065
C 4.408463 -20.820280 3.924827 -0.716 0.603 -1.568
C 5.755355 -20.594549 3.687615 1.196 0.493 0.621
C 6.233193 -20.098136 2.457881 0.368 -0.187 1.339
H 11.510995 -17.668822 0.973075 0.001 0.174 0.154
H 9.569771 -16.459535 1.835362 -0.632 -0.727 -0.440
H 7.203260 -17.257177 1.211242 1.053 -0.644 -0.397
H 8.946371 -20.345507 -1.139073 0.272 0.548 0.104
H 11.217026 -19.601196 -0.597440 -0.192 0.346 0.458
H 6.101990 -18.981440 -3.022075 0.251 -0.528 -0.323
H 5.845896 -16.989286 -4.367459 -0.351 0.112 0.403
H 4.772635 -14.971878 -3.324302 -0.110 0.479 -0.203
H 4.055681 -15.102407 -0.839415 0.019 0.019 -0.688
H 4.528745 -17.048330 0.392043 0.029 -0.064 0.030
H 3.293752 -20.110058 0.787263 0.356 0.072 -0.138
H 2.500971 -20.788796 2.912873 -1.235 -0.128 0.305
H 3.969460 -21.115102 4.856935 0.261 -0.219 0.495
H 6.513888 -20.692546 4.496497 -0.742 -0.126 -0.504
H 7.313891 -19.857072 2.410028 -0.754 -0.241 -0.184
C 2.925270 -20.361649 -4.107500 -0.642 -0.146 -0.673
N 3.114439 -21.796791 -4.305625 0.101 1.044 -0.486
C 3.149966 -22.479854 -5.512288 -0.734 0.410 0.319
C 3.427745 -23.773881 -5.206184 -0.607 1.314 -0.099
N 3.544385 -23.851483 -3.822946 0.582 0.299 -0.845
C 3.463148 -22.580938 -3.320662 -0.134 -1.941 1.539
S 3.676911 -22.122983 -1.697513 0.179 0.005 0.299
H 2.745713 -19.929714 -5.103044 0.258 -0.003 0.348
H 3.847708 -19.982614 -3.668841 -0.303 0.370 0.137
H 2.009843 -20.180762 -3.501204 0.905 -0.079 -0.123
H 2.830310 -21.854937 -6.345017 0.429 -0.965 -0.262
H 3.493224 -24.584393 -5.875839 0.185 -0.837 -0.276
H 4.033961 -24.617229 -3.360836 -0.131 0.526 -0.018
```
Forces are in eV/Å.

Its charge is -1. Its HOMO-LUMO gap (alpha / beta) is 0.1954 / 0.2275 Eh. For the LUMO energy (alpha / beta), the calculation gives 1.96 / 1.96 eV. The total energy comes out at -16547.0303 a.u. Its spin multiplicity is 3. The value obtained for the energy above the lowest of the compared OMol25 structures with the same formula, charge and spin is 0.0 kJ/mol. For the HOMO energy (alpha / beta), the calculation gives -3.36 / -4.23 eV.

***

Record 3
Entry from the OMol25 dataset: a molecular structure, C6H14O2 (wB97M-V/def2-TZVPD).

Structure (XYZ):
```
22
Properties=species:S:1:pos:R:3:forces:R:3
C 0.872583 1.354494 0.155440 -0.328 1.043 -1.573
C -0.136172 0.378228 -0.235877 0.735 -1.244 -0.195
C 0.377146 -0.937303 -0.625142 -1.061 -0.738 0.061
C -3.620746 -0.128048 1.086050 -0.402 0.253 -0.030
C -2.609918 -0.189956 0.009203 0.279 -0.153 -0.376
C -1.492565 0.566415 0.077218 -0.610 1.309 1.339
H 1.691749 1.327549 -0.573646 0.065 -0.317 0.209
H 1.374633 1.054937 1.078991 0.131 -0.018 0.054
H 0.509406 2.384806 0.128580 -0.240 -0.125 0.641
H 1.066194 -1.252892 0.167392 0.580 0.199 -0.492
H 0.860470 -1.046467 -1.606663 0.919 0.684 0.346
H -4.659260 -0.106427 0.766639 -0.054 -0.038 -0.365
H -3.527436 -1.054858 1.665874 0.121 0.100 0.035
H -3.457166 0.733479 1.727610 0.097 -0.096 0.189
H -2.786577 -0.865167 -0.813704 0.203 -0.521 0.009
H -1.624469 1.394674 0.783810 0.198 -0.060 -0.081
H -0.385940 -1.698440 -0.645985 -0.696 -0.140 0.138
H 3.776363 -1.082871 -2.019951 -0.052 -0.065 -0.137
O 2.949755 -1.085334 -1.529330 -0.079 0.249 -0.113
H 3.185463 -0.227630 -0.597738 0.230 -0.362 0.184
H 4.209011 0.039953 0.691558 0.139 -0.055 0.010
O 3.427469 0.440866 0.309663 -0.176 0.094 0.146
```
Forces are in eV/Å.

Its HOMO-LUMO gap is 0.1835 Eh. For the LUMO energy, the calculation gives -2.46 eV. The total energy comes out at -387.3201 a.u. The value obtained for the energy above the lowest of the compared OMol25 structures with the same formula, charge and spin is 492.0 kJ/mol. For the HOMO energy, the calculation gives -7.46 eV.